(1)
The following is a quantum chemistry calculation of a cluster of 2 separate species, C12H13N2P in total at a distorted geometry, from the OMol25 dataset.

The geometry in XYZ format:
```
28
C12H13N2P | the OMol25 dataset | ωB97M-V/def2-TZVPD
C 3.8196 -1.4112 0.1686
C -3.9282 -0.9818 -0.1896
C 2.6829 -1.5397 0.9123
C 3.8537 -0.4065 -0.8854
C -2.8775 -1.6929 -0.7863
C -3.7501 0.3576 0.2678
C 1.5649 -0.7065 0.6424
C 2.6963 0.2067 -1.2305
C -1.6499 -1.1722 -0.7970
C -2.4763 0.8439 0.2436
C 1.5510 0.1218 -0.4135
C -1.4136 0.1322 -0.2407
N 0.2158 1.6656 -2.0772
N -0.0233 2.5560 1.9255
P 0.0242 1.1111 -0.6460
H 4.6847 -2.0293 0.2991
H -4.9052 -1.5284 -0.1576
H 2.5704 -2.2836 1.8147
H 4.8537 -0.2420 -1.4672
H -3.0875 -2.6945 -1.1537
H -4.5646 1.0307 0.4030
H 0.7160 -0.6116 1.3404
H 2.6767 0.9957 -2.0574
H -0.7777 -1.7473 -1.2788
H -2.2571 1.9404 0.5212
H -0.7043 2.0879 -2.2713
H 0.5898 3.2453 1.6674
H 0.4938 1.8508 2.3129
```

Values from the calculation:
LUMO level (spin up / spin down), eV: -0.5 / -0.4
Relative energy (zero: lowest compared OMol25 entry of this formula, charge and spin), kcal per mole: 67.54
Orbital gap (spin up / spin down), eV: 8.7124 / 7.2657
Net charge: 0


(2)
The following is a quantum chemistry calculation of a cluster of 14 separate species, H29O14 in total at a distorted geometry, from the OMol25 dataset.

The geometry in XYZ format:
```
43
H29O14 | the OMol25 dataset | ωB97M-V/def2-TZVPD
O -0.6582 2.0995 -3.5394
H -3.9734 0.7566 1.6810
O 3.1238 -1.4467 -0.6455
H -2.1489 2.2848 -1.6325
H 3.8230 -2.1455 -0.3131
O -2.0167 -1.6017 -3.5125
H 1.6365 3.4921 0.1975
H -1.3362 -2.2062 -3.9393
O -1.8203 2.2748 -0.6786
H -2.3910 -3.9686 -0.9869
H -2.4204 1.6201 -0.2026
O -1.6437 -0.6985 3.6366
H -1.5062 -1.4989 4.2502
H -1.6735 -1.0241 2.7531
O -0.5275 -1.0455 -1.4743
H 2.1644 0.5888 -1.9057
H 0.1988 2.9842 0.0962
O 3.9496 1.1438 -0.7153
H 3.1669 0.9980 -0.0468
H 2.4899 -1.9713 -1.1943
O -3.0991 0.8140 1.6136
H -2.7023 0.6330 2.4710
H 0.4732 0.7528 -2.0503
O -1.9467 -3.5828 -1.6691
H -0.5382 2.7560 -4.1994
H -1.1026 2.6351 -2.8786
O 1.6770 2.6112 4.1226
H 2.8014 -1.4952 3.6646
H -2.6485 -2.1082 -3.0394
O 1.1855 2.6422 0.4029
H -1.3128 -0.9834 -2.0027
H 1.4275 1.8458 -1.1903
O -1.6502 -2.7361 1.0808
H -1.7118 -4.3450 -2.2749
H -2.6474 -2.8980 1.3663
O 3.1283 -0.5725 3.8676
H -1.2419 -3.5923 0.7386
H 2.7955 0.1055 3.4837
O 1.3838 1.1853 -2.0732
H 2.2863 3.1106 3.5897
H -0.7805 -1.3927 -0.6424
H 1.1104 3.3369 4.3222
H 4.6764 0.6420 -0.5311
```

Values from the calculation:
LUMO level, eV: -2.8
Relative energy (zero: lowest compared OMol25 entry of this formula, charge and spin), kcal per mole: 131.27
Orbital gap, eV: 10.4684
Net charge: +1


(3)
The following is a quantum chemistry calculation of the ion C2H5N2O5PS with charge -2 at a distorted geometry, from the OMol25 dataset.

The geometry in XYZ format:
```
16
C2H5N2O5PS | the OMol25 dataset | ωB97M-V/def2-TZVPD
C 3.1053 0.1485 -0.2925
C -1.4928 -1.5881 0.4001
N -0.4526 -1.2299 1.3714
N 1.7964 0.1785 -0.2818
O -2.3219 1.5140 0.1482
O -0.5747 0.6841 -1.6315
O 3.8887 -0.1171 0.6085
O -0.1301 2.6951 -0.1856
O -2.7163 -1.0891 0.8372
P -0.8933 1.4611 -0.3969
S 0.2641 0.1136 1.1957
H 3.3707 0.4950 -1.3332
H -1.7025 -2.7459 0.5105
H -1.0871 -1.1961 -0.4971
H 1.4370 0.7592 -1.0144
H -2.4907 -0.0829 0.5615
```

Values from the calculation:
LUMO level, eV: 6.3
Relative energy (zero: lowest compared OMol25 entry of this formula, charge and spin), kcal per mole: 0.00
Orbital gap, eV: 7.2045
Net charge: -2


(4)
The following is a quantum chemistry calculation of a structure of composition C12H23IrN2O2P2S at a distorted geometry, from the OMol25 dataset.

The geometry in XYZ format:
```
43
C12H23IrN2O2P2S | the OMol25 dataset | ωB97M-V/def2-TZVPD
Ir -0.1999 -0.0676 1.0271
P 2.0285 -0.6520 1.1418
C 2.2135 -1.3454 -0.5091
C 1.0348 -1.5036 -1.2648
N -0.1786 -1.1574 -0.6828
C -1.3803 -1.4772 -1.1973
C -1.4227 -2.2583 -2.3410
C -0.2364 -2.6370 -2.9791
C 0.9872 -2.1469 -2.5329
C -2.6255 -0.8787 -0.5715
P -2.2488 0.7540 0.2880
H 1.9303 -2.3282 -3.0594
H -2.4085 -2.5434 -2.7456
H -0.2782 -3.2371 -3.8864
H -3.3739 -0.6456 -1.3406
H -3.1021 -1.5193 0.1943
H 3.3692 1.7716 -1.6117
H 3.1848 -1.4002 -1.0272
H 0.8649 3.4401 -0.9278
O 3.1069 2.5510 -2.1078
H 2.5804 2.2631 -2.8752
H -0.0637 1.4443 1.0621
O 0.4849 4.1029 -0.3055
H 0.8917 3.8294 0.5724
C -2.4569 2.0282 -1.0087
H -3.4123 1.9112 -1.5357
H -2.3914 3.0052 -0.5230
H -1.6235 1.9854 -1.7130
C -3.6078 1.0156 1.4933
H -3.3921 1.9287 2.0577
H -4.5780 1.1301 0.9947
H -3.6676 0.1873 2.2077
C 2.1140 -2.2314 2.0823
H 3.1195 -2.6232 1.8874
H 1.9371 -2.1623 3.1628
H 1.3690 -2.9120 1.6502
C 3.2506 0.5252 1.7877
H 2.9662 0.8994 2.7839
H 4.2154 -0.0004 1.8592
H 3.3303 1.3852 1.1048
S -0.1775 1.2567 2.8483
C -0.8503 -0.3132 3.1357
N -1.3029 -1.3741 3.4048
```

Values from the calculation:
Expectation value of S²: 8.8250
LUMO level (spin up / spin down), eV: -10.9 / -15.0
Relative energy (zero: lowest compared OMol25 entry of this formula, charge and spin), kcal per mole: 56.81
Orbital gap (spin up / spin down), eV: 6.1608 / 4.4847
Net charge: +3
Spin multiplicity: 6


(5)
The following is a quantum chemistry calculation of a structure of composition C31H27AlN5O4S, from the OMol25 dataset.

The geometry in XYZ format:
```
69
C31H27AlN5O4S | the OMol25 dataset | ωB97M-V/def2-TZVPD
Al 0.7937 0.1455 -0.1542
C -0.5206 3.1129 1.3304
C 0.9159 2.7529 1.5279
C 1.8544 3.6959 1.9205
C 3.1699 3.3191 2.1237
C 3.5158 1.9795 2.0478
C 2.5274 1.0779 1.7104
N 1.2870 1.4694 1.3597
C 2.6903 -0.3974 1.7528
C 3.8021 -1.0217 2.2812
C 3.8272 -2.4038 2.2994
C 2.7277 -3.1034 1.8392
C 1.6297 -2.4122 1.3494
N 1.6326 -1.0753 1.2861
C 0.4065 -3.1474 0.9358
C 0.5007 -4.3566 0.2649
C -0.6722 -5.0454 -0.0050
C -1.8725 -4.5111 0.4190
C -1.8772 -3.2808 1.0777
C -3.1667 -2.6716 1.5470
N -0.7534 -2.6083 1.3177
H -0.7176 4.1117 1.7124
H -1.1633 2.4121 1.8631
H -0.7758 3.0970 0.2705
H 1.5442 4.7221 2.0515
H 3.9172 4.0600 2.3727
H 4.5242 1.6496 2.2435
H 4.6319 -0.4458 2.6599
H 4.6859 -2.9304 2.6911
H 2.6985 -4.1814 1.8985
H 1.4565 -4.7408 -0.0628
H -0.6426 -5.9902 -0.5309
H -2.8035 -5.0368 0.2558
H -3.7986 -3.4235 2.0190
H -3.7276 -2.2617 0.7051
H -2.9727 -1.8754 2.2627
O 4.1816 -0.6798 -1.0263
C 3.2011 -0.0886 -1.4163
O 1.9775 -0.5808 -1.2297
C 3.2792 1.2252 -2.1268
C 4.5295 1.5385 -2.6679
C 4.7345 2.6985 -3.3840
C 3.6702 3.5766 -3.5568
C 2.4356 3.2942 -3.0081
C 2.2059 2.1192 -2.2829
S 0.5628 1.9483 -1.6388
H 5.3321 0.8305 -2.5151
H 5.7053 2.9186 -3.8048
H 3.8046 4.4895 -4.1222
H 1.6161 3.9899 -3.1328
O -7.1994 0.6139 1.1668
C -6.8011 1.2301 -0.0271
N -5.6638 0.5725 -0.6449
C -4.4042 0.8878 -0.2669
O -4.1421 1.7590 0.5423
C -3.2871 0.0948 -0.8926
C -3.3685 -0.6591 -2.0534
C -2.2474 -1.3451 -2.4982
C -1.0672 -1.2273 -1.7963
N -0.9842 -0.4741 -0.6874
C -2.0686 0.1616 -0.2429
H -6.5861 0.8726 1.8643
H -6.5273 2.2732 0.1266
H -7.6429 1.1658 -0.7126
H -5.8303 -0.3059 -1.1086
H -4.2847 -0.6994 -2.6287
H -2.2754 -1.9401 -3.3991
H -0.1540 -1.7083 -2.1214
H -1.9767 0.7639 0.6497
```

Values from the calculation:
LUMO level, eV: -3.5
Relative energy (zero: lowest compared OMol25 entry of this formula, charge and spin), kcal per mole: 23.38
Orbital gap, eV: 6.4708
Net charge: +1


(6)
The following is a quantum chemistry calculation of a cluster of 2 separate species, C28H35N4O in total at a distorted geometry, from the OMol25 dataset.

The geometry in XYZ format:
```
68
C28H35N4O | the OMol25 dataset | ωB97M-V/def2-TZVPD
C 6.9970 -1.7996 5.1278
N 6.5222 -1.2987 3.8478
C 7.0278 -2.0852 2.7309
C 5.2644 -0.6719 3.7558
C 5.1542 0.7420 3.7690
C 3.9444 1.3484 3.4966
C 2.7614 0.5843 3.2928
C 1.5253 1.2468 3.0430
C 0.2722 0.6544 3.0778
C -0.8970 1.3870 2.7989
C -2.1714 0.7326 2.8322
C -3.2662 1.0555 1.9927
C -4.3849 0.2444 1.9600
C -4.5858 -0.7477 2.9548
N -5.7790 -1.4672 3.0044
C -6.1981 -2.3388 1.9188
C -6.5313 -1.6247 4.2423
C -3.5630 -0.9786 3.9058
C -2.3624 -0.3086 3.7937
C 2.8662 -0.8286 3.4088
C 4.0867 -1.4380 3.6331
H 6.5897 -1.2113 5.9633
H 6.7170 -2.8597 5.2758
H 8.0953 -1.7457 5.1389
H 6.6730 -1.6669 1.7780
H 8.1272 -2.0662 2.7523
H 6.7054 -3.1385 2.8039
H 6.0630 1.3186 3.9445
H 3.8896 2.4366 3.4550
H 1.5481 2.3192 2.8344
H 0.1801 -0.4142 3.3483
H -0.8256 2.4862 2.7041
H -3.1949 1.9195 1.3410
H -5.1735 0.3919 1.2165
H -5.6869 -2.0777 0.9771
H -5.9810 -3.4027 2.1475
H -7.2887 -2.2420 1.7924
H -6.3979 -0.7378 4.8852
H -7.6034 -1.7268 3.9917
H -6.2381 -2.5264 4.8192
H -3.7024 -1.7211 4.6921
H -1.5630 -0.5546 4.5024
H 1.9777 -1.4499 3.3048
H 4.1880 -2.5206 3.7073
C -1.8626 7.8882 -3.4273
C -1.6649 7.1331 -2.1261
N -1.3455 5.7351 -2.4420
C -1.3967 4.8408 -1.3771
C -1.5712 5.2803 -0.0457
C -1.4111 4.3440 0.9755
N -1.2030 3.0407 0.7460
C -1.1040 2.6065 -0.5182
C -1.2342 3.4584 -1.6099
C -0.3247 5.4468 -3.4514
C -0.5045 6.3438 -4.6732
O -0.7775 7.7097 -4.3479
H -2.8125 7.5635 -3.8941
H -1.8886 8.9676 -3.2328
H -0.8667 7.6008 -1.5194
H -2.6076 7.1468 -1.5569
H -1.7227 6.3234 0.2293
H -1.4361 4.6988 2.0091
H -0.9137 1.5404 -0.6807
H -1.1661 3.0291 -2.6158
H 0.6915 5.5933 -3.0415
H -0.4164 4.3999 -3.7615
H 0.4331 6.3532 -5.2508
H -1.3186 5.9433 -5.3075
```

Values from the calculation:
LUMO level, eV: -4.7
Relative energy (zero: lowest compared OMol25 entry of this formula, charge and spin), kcal per mole: 78.07
Orbital gap, eV: 5.6274
Net charge: +1


(7)
The following is a quantum chemistry calculation of a cluster of 8 separate species, C30H61BBrNO11P in total at a distorted geometry, from the OMol25 dataset.

The geometry in XYZ format:
```
106
C30H61BBrNO11P | the OMol25 dataset | ωB97M-V/def2-TZVPD
C 5.2415 4.9197 -0.2694
C 5.2827 3.5433 -0.9173
O 5.9636 3.4008 -1.8771
N 4.5059 2.5270 -0.4110
C 4.1209 2.7590 0.9871
C 5.1491 1.2230 -0.5874
C 4.2312 0.0048 -0.3254
C 2.7314 0.2537 -0.4545
C 2.2824 0.9011 -1.7638
C 0.7711 0.6820 -1.9385
C 0.2743 1.8870 -2.8401
O -0.1063 2.8652 -1.9041
B -0.8576 2.0079 -0.9609
P -1.5494 2.9233 0.6185
O -3.2088 2.7277 0.5903
Br -0.8278 1.7293 2.4451
O 0.0817 0.8939 -0.7605
H 4.2128 5.2635 -0.2774
H 5.8678 5.5730 -0.8427
H 5.6269 4.8460 0.7375
H 4.9484 3.0680 1.6194
H 3.7194 1.8667 1.4345
H 3.3247 3.4878 1.0073
H 5.9692 1.1737 0.1388
H 5.6039 1.1068 -1.5559
H 4.5517 -0.7677 -1.0191
H 4.4611 -0.3724 0.6716
H 2.3205 0.7815 0.3880
H 2.2548 -0.7249 -0.4212
H 2.8500 0.5571 -2.6251
H 2.4097 1.9695 -1.6845
H 0.5831 -0.2779 -2.4221
H -0.5753 1.6311 -3.4793
H 1.0467 2.3885 -3.4229
H -1.8891 1.7122 -1.5804
H -3.5287 2.5536 1.4907
C 7.8421 -0.4291 -3.7696
C 6.8077 -1.5175 -3.6183
O 5.8814 -1.4067 -2.8464
C 6.9781 -2.7500 -4.4676
H 7.6006 0.3979 -3.1036
H 8.8287 -0.8190 -3.5138
H 7.8504 -0.0632 -4.7976
H 7.9267 -3.2314 -4.2320
H 6.9501 -2.4840 -5.5261
H 6.1678 -3.4446 -4.2598
C -4.7507 3.9231 5.8739
C -3.9084 3.5700 4.6698
O -4.4192 3.1659 3.6473
C -2.4139 3.7324 4.7906
H -5.7963 3.7535 5.6437
H -4.4713 3.2921 6.7189
H -4.6088 4.9736 6.1373
H -2.0325 3.0979 5.5933
H -2.1674 4.7762 4.9986
H -1.9516 3.4267 3.8515
C -8.8348 0.5161 7.0289
C -8.3788 1.7128 6.2276
O -7.3388 2.2789 6.4737
C -9.2773 2.1598 5.1039
H -8.1001 0.2966 7.8012
H -9.7951 0.7275 7.5025
H -8.9348 -0.3520 6.3750
H -10.2589 2.4336 5.4964
H -9.3873 1.3544 4.3743
H -8.8422 3.0257 4.6090
C 5.5318 -6.9406 -2.5054
C 4.8781 -6.2421 -3.6744
O 5.5147 -5.9082 -4.6471
C 3.3967 -5.9765 -3.5706
H 6.5934 -7.0676 -2.7082
H 5.4127 -6.3431 -1.6003
H 5.0794 -7.9224 -2.3557
H 3.1906 -5.3396 -2.7090
H 2.8544 -6.9179 -3.4656
H 3.0565 -5.4707 -4.4712
C -8.1527 -2.5742 1.9606
C -8.3298 -1.1392 2.3924
O -9.2461 -0.8067 3.1161
C -7.3232 -0.1388 1.8865
H -8.9428 -3.1844 2.3945
H -8.2057 -2.6450 0.8732
H -7.1868 -2.9488 2.3019
H -7.3411 -0.1083 0.7959
H -6.3219 -0.4109 2.2241
H -7.5661 0.8508 2.2677
C -11.2595 0.8487 1.2036
C -10.8358 2.0541 0.3987
O -9.8188 2.6552 0.6504
C -11.7407 2.4768 -0.7368
H -10.5237 0.6574 1.9808
H -12.2286 1.0352 1.6706
H -11.3257 -0.0280 0.5559
H -12.7304 2.7288 -0.3521
H -11.8287 1.6690 -1.4653
H -11.3193 3.3511 -1.2283
C 10.5132 -5.5434 -3.3948
C 10.8075 -4.2410 -4.0992
O 10.1010 -3.2711 -3.9520
C 12.0215 -4.2044 -4.9961
H 9.6180 -5.4310 -2.7871
H 10.3465 -6.3348 -4.1274
H 11.3491 -5.8156 -2.7482
H 11.9179 -4.9403 -5.7949
H 12.9206 -4.4204 -4.4167
H 12.1147 -3.2145 -5.4374
```

Values from the calculation:
LUMO level, eV: 1.8
Orbital gap, eV: 5.2486
Net charge: -1


(8)
The following is a quantum chemistry calculation of the ion C2H3ClNO2 with charge -1 at a distorted geometry, from the OMol25 dataset.

The geometry in XYZ format:
```
9
C2H3ClNO2 | the OMol25 dataset | ωB97M-V/def2-TZVPD
O 1.7968 0.0184 1.2307
C 1.2597 0.0282 0.1038
O 1.7295 -0.2391 -0.9902
C -0.1877 0.5817 0.0289
N -1.2591 -0.4269 0.1678
Cl -0.7606 -2.0718 0.1090
H -0.2804 1.0957 -0.9222
H -0.3395 1.3119 0.8131
H -1.9588 -0.2980 -0.5408
```

Values from the calculation:
SMILES string: O=C([O-])CNCl
LUMO level, eV: 3.8
Relative energy (zero: lowest compared OMol25 entry of this formula, charge and spin), kcal per mole: 29.68
Orbital gap, eV: 7.8784
Net charge: -1